49
Properties=species:S:1:pos:R:3:forces:R:3 method="wB97M-V/def2-TZVPD" e_tot_ev=-186909.796 homo_energy_ha=-0.0607 total_charge=-1 gap_ev=4.406 relative_energy_kcal_mol=1.12
Cu -0.480750 -0.538511 0.972194 -0.3903 -0.6057 -0.0535
C -3.261900 -3.648691 0.513726 0.0460 0.1607 0.0420
As -1.486327 -2.826843 0.352219 0.2465 0.1495 0.0835
C -1.333939 -2.837416 -1.597519 -0.0257 0.0312 -0.0275
C -0.409852 -4.443376 0.673313 -0.0242 0.0011 -0.0024
H -3.335462 -4.553538 -0.091644 0.0483 0.0102 -0.0188
H -4.011318 -2.923261 0.198289 0.0214 0.0169 0.0168
H -3.445797 -3.892208 1.559943 0.0052 0.0061 -0.0090
H -1.526441 -3.829009 -2.010843 -0.0146 -0.0053 0.0158
H -0.323458 -2.520447 -1.854995 0.0045 -0.0167 -0.0264
H -2.032458 -2.116560 -2.020426 -0.0046 0.0232 0.0441
H -0.674901 -5.248743 -0.014291 -0.0218 0.0113 -0.0040
H -0.548980 -4.788317 1.697910 -0.0157 0.0294 0.0128
H 0.640105 -4.182637 0.541574 0.0145 -0.0155 -0.0169
N -1.414742 1.023013 0.671125 -0.0515 0.0215 0.0162
C -2.733457 1.026965 0.813749 0.0693 0.0066 -0.0330
C -3.497066 0.183587 1.711875 0.0224 0.0292 -0.0204
C -4.876511 0.211128 1.788277 0.0176 0.0262 -0.0486
C -5.640682 1.078014 1.003995 -0.0324 -0.0459 0.0374
C -4.947023 1.935188 0.140722 0.0738 -0.0046 -0.0119
C -3.572012 1.924581 0.048567 -0.0718 -0.0131 0.0288
H -2.929412 -0.482065 2.358768 -0.0040 0.0167 0.0164
H -5.375207 -0.456885 2.487597 -0.0065 -0.0025 0.0048
H -6.721601 1.098735 1.074491 0.0019 0.0054 -0.0016
H -5.508889 2.631706 -0.477827 0.0053 0.0060 -0.0078
H -3.064599 2.596436 -0.636594 0.0084 0.0024 0.0038
C 3.399126 -1.131560 -0.178453 -0.0952 -0.0052 0.1010
As 1.784436 -0.261288 0.560944 0.2141 0.1057 -0.1186
C 2.642711 0.805176 1.952058 0.0077 0.0244 -0.0196
C 1.451917 1.112198 -0.820431 0.0313 0.0327 -0.0010
C 2.579682 2.046007 -1.094034 0.0115 0.0742 0.0620
C 3.527735 1.787353 -2.084064 0.0046 -0.0392 0.0005
C 4.589573 2.652335 -2.308264 0.0255 0.0242 -0.0036
C 4.727098 3.803253 -1.545057 -0.0200 -0.0295 -0.0056
C 3.785189 4.080838 -0.562382 0.0151 0.0178 -0.0014
C 2.725916 3.214536 -0.341766 -0.0279 -0.0173 -0.0202
H 4.137590 -0.394803 -0.497047 -0.0350 0.0440 0.0265
H 3.120740 -1.753507 -1.029534 -0.0130 -0.0022 0.0084
H 3.839772 -1.767210 0.590621 -0.0187 -0.0158 -0.0129
H 3.513856 1.341725 1.575557 -0.0055 0.0047 -0.0107
H 2.939223 0.152551 2.772680 -0.0056 -0.0326 -0.0117
H 1.896333 1.508538 2.320275 0.0149 0.0009 -0.0006
H 0.539109 1.597462 -0.445749 -0.0033 -0.0002 -0.0316
H 1.168861 0.555212 -1.714806 -0.0064 -0.0237 -0.0178
H 3.423874 0.894975 -2.692051 -0.0025 0.0035 0.0048
H 5.310653 2.430124 -3.086094 -0.0080 -0.0080 0.0009
H 5.553428 4.480694 -1.720682 -0.0024 0.0017 0.0040
H 3.873573 4.983210 0.030765 -0.0085 -0.0071 0.0033
H 1.982274 3.441329 0.413313 0.0055 0.0026 0.0031